{"formula": "C4H20NO8S", "method": "ωB97M-V/def2-TZVPD", "homo_energy_ev": -5.76, "de_lowest_ev": 4.158, "total_charge": -1, "species": ["O", "C", "C", "C", "S", "N", "C", "O", "H", "H", "H", "H", "H", "H", "H", "H", "H", "H", "O", "H", "H", "O", "H", "H", "O", "H", "H", "O", "H", "H", "O", "H", "H", "O"], "coordinates": [[-1.637197, 1.235692, -1.179664], [-1.160916, 1.914383, -0.311758], [0.139342, 1.382015, 0.310577], [1.283687, 2.430273, -0.054031], [1.705512, 2.591659, -1.988226], [-0.182087, 1.287692, 1.715581], [0.628494, 0.263857, 2.385356], [1.951009, 0.317881, 1.999860], [-1.601620, 2.824550, 0.026252], [0.400623, 0.325999, -0.183153], [2.108015, 1.958053, 0.509509], [0.918321, 3.450200, 0.130627], [2.117092, 1.389143, -2.068919], [0.000168, 2.243896, 2.046351], [0.810608, 0.343913, 3.392611], [0.105067, -0.584160, 2.113093], [1.034311, -3.245735, -0.878998], [1.294856, -2.003969, 0.070393], [0.800334, -2.844511, -0.044822], [-3.336462, 0.406117, 0.055040], [-2.405791, 0.379596, 1.284535], [-3.303047, 0.661364, 1.015795], [0.840626, -1.428219, -2.899249], [1.886317, -1.712475, -1.643708], [1.483814, -2.056186, -2.485207], [-2.122085, -0.479253, -1.762536], [-2.668328, -1.754261, -1.096316], [-2.774650, -1.111563, -1.836992], [-1.252121, -2.343747, -0.096602], [-2.048310, -2.242525, 1.314476], [-2.092645, -2.488341, 0.339056], [3.081568, -0.486875, -0.591070], [1.876943, -0.068006, 0.831098], [2.118553, -0.556455, -0.418961]], "forces_ev_per_angstrom": [[-1.087, 0.659, -0.959], [2.216, -2.667, -0.642], [-0.593, -0.027, -2.484], [-0.433, -1.558, -1.237], [-1.137, 1.503, 2.392], [0.230, 1.357, 0.897], [1.656, 2.104, -1.505], [0.089, -1.307, -3.523], [-0.498, 1.095, 0.470], [-0.881, 2.611, 1.069], [0.182, 1.381, -0.361], [0.592, -0.300, 0.593], [0.641, -2.068, -0.195], [-0.064, -0.604, 0.607], [-1.455, 0.562, 2.943], [-0.729, -2.589, -0.400], [0.117, 0.324, -0.416], [0.232, -0.386, -0.533], [-0.828, -0.335, 1.490], [-0.032, 0.213, 1.225], [-0.516, 0.357, -0.051], [0.286, -0.634, -0.894], [1.095, -0.600, 1.206], [-0.904, 0.994, -0.931], [-0.186, -0.192, -1.240], [2.248, 2.134, 0.369], [-0.218, 0.853, -0.556], [-2.567, -2.830, -0.220], [1.224, -0.198, 0.573], [0.316, -0.403, -2.237], [-1.027, 0.073, 2.099], [-0.822, -0.024, 0.523], [1.812, 0.233, 1.607], [1.041, 0.268, 0.323]]}